# C3H11N2S

A 2-piece molecular cluster, C3H11N2S overall (ωB97M-V/def2-TZVPD, the Open Molecules 2025 dataset).

CARTESIAN COORDINATES (ANGSTROEM)
C -1.22947 0.74380 1.68878
C -0.21896 0.00000 0.83740
C -0.59226 -1.01582 -0.21088
N -0.05886 -1.19113 -1.43773
N 0.13412 -1.38923 1.39536
S 1.78272 1.80038 -2.53188
H -0.44679 1.24804 2.34939
H -1.67642 1.65083 1.16059
H -1.95608 0.18861 2.26475
H 0.67606 0.64544 0.50039
H -1.61824 -1.47073 -0.02240
H -0.23620 -2.13228 -1.81886
H 0.78931 -0.62706 -1.60471
H -0.50181 -1.57360 2.13409
H 1.44056 1.98992 -3.82181
H 1.05514 -1.59172 1.60571
H 2.65717 2.72454 -2.48818

Atoms 1-3, force components in eV/Å:
C 2.243 2.780 -0.214
C 0.763 -1.157 -1.913
C -2.438 0.491 0.388

As for the LUMO energy: -2.782 eV. The HOMO energy comes out at -13.07 eV. The multiplicity is 1. The energy relative to the best compared isomer or geometry (same formula, charge and spin) comes out at 203.3 kJ/mol. As for the net charge: +1.